119
Properties=species:S:1:pos:R:3:forces:R:3 method="wB97M-V/def2-TZVPD" relative_energy_kcal_mol=0.0 lumo_energy_ha=-0.244 orbital_gap_ev=5.874 total_charge=+2 homo_energy_ev=-12.50
Rh 0.007582 0.039052 -0.389730 -0.310 -0.158 0.683
Se -0.641035 0.262838 1.959606 0.104 0.074 -0.244
P -1.102203 1.751302 -1.263926 0.186 0.070 -0.342
P -1.663152 -1.430645 -0.993478 0.097 -0.111 0.048
O 1.829688 1.110922 -0.216813 0.134 -0.234 -0.146
O 1.665700 -0.554582 -1.628251 -0.112 0.398 -0.117
N 1.902238 -1.063306 1.960111 -0.056 -0.138 -0.016
N -3.212650 0.304555 -2.416311 -0.100 0.125 -0.115
N 2.065063 0.996041 2.678063 -0.019 0.077 0.039
C -3.308473 -1.785244 1.293601 0.072 0.011 0.075
C 3.357579 0.498822 2.591804 -0.058 0.044 0.005
C -4.478495 -2.205535 1.912877 0.001 0.004 -0.025
C -6.929459 0.321609 -2.165062 0.020 0.016 0.018
C 4.557171 1.510733 -0.815395 0.019 0.024 0.010
C -4.205453 -2.448014 -0.836141 -0.016 -0.046 -0.034
C -1.100928 -4.139805 -0.627537 0.026 0.008 0.015
C 5.696333 -0.102855 -2.779081 0.000 -0.013 -0.010
C -5.513517 -2.738365 1.159911 0.039 0.002 -0.060
C 1.010587 2.552659 -2.861062 0.047 -0.009 -0.001
C 1.638049 2.810348 -4.067146 -0.009 -0.001 0.017
C 1.212318 0.048134 2.276216 0.164 0.132 0.020
C -1.306050 5.755746 -0.779825 -0.014 -0.008 0.061
C -1.170739 3.365506 -0.448159 0.039 0.077 -0.113
C 5.610066 -0.981878 2.107445 -0.031 -0.023 -0.018
C 4.366200 -0.277110 -2.436314 0.009 -0.003 -0.007
C 0.925395 1.872554 5.424835 -0.024 -0.007 0.014
C 1.329849 -2.371306 1.594655 0.064 -0.009 0.027
C 0.099496 -3.033188 -2.410891 0.027 -0.019 0.003
C 3.797558 0.533109 -1.455146 0.003 -0.059 0.029
C -5.593806 0.537444 -1.848909 -0.012 0.067 0.074
C -0.294908 2.054412 -2.846503 -0.057 -0.016 0.005
C 1.550090 -3.291287 3.977792 0.017 -0.002 0.013
C -7.280858 -0.330337 -3.335670 -0.019 0.005 0.005
C -4.594438 0.110048 -2.714863 0.066 0.013 -0.005
C -6.283458 -0.749261 -4.205027 0.041 -0.012 -0.017
C -1.514021 5.936023 0.581390 0.003 -0.004 -0.065
C -3.164796 -1.887181 -0.088649 0.006 0.109 0.031
C -2.867814 1.434785 -1.592874 0.009 -0.110 0.157
C -0.448478 -5.325013 -0.931053 0.012 -0.011 -0.025
C 3.257644 -0.807293 2.130855 -0.070 -0.024 -0.054
C -2.296591 -0.790764 -2.596399 0.080 -0.063 -0.017
C -1.137538 4.481107 -1.295970 0.073 0.032 0.024
C 0.735158 -4.226390 -2.717222 -0.002 0.005 0.004
C 6.453604 0.874431 -2.143764 -0.025 0.014 0.028
C 0.648128 -3.064959 2.766534 0.019 -0.008 -0.004
C -0.494856 2.413038 5.275629 0.023 0.030 0.022
C 4.388883 -1.576933 1.872889 0.059 -0.063 -0.018
C 2.388142 0.353821 -1.090215 -0.170 0.014 0.040
C 4.589383 1.102142 2.827649 0.058 0.052 0.051
C -1.399179 3.555406 0.912042 -0.060 0.048 -0.025
C -0.975865 1.856639 -4.048223 -0.038 0.009 -0.038
C 1.759729 2.379748 3.062202 0.086 -0.048 0.010
C -0.829453 -2.988651 -1.368934 0.004 0.005 -0.027
C -4.949604 -0.518434 -3.905684 0.015 -0.057 -0.071
C 0.965622 2.589650 -5.264545 -0.042 -0.020 0.016
C 5.709228 0.337533 2.580204 -0.010 0.020 0.009
C 2.645947 -4.324364 3.738321 -0.011 0.008 -0.002
C 0.464233 -5.370400 -1.977956 -0.013 0.024 0.031
C -0.342712 2.125374 -5.253012 0.078 0.031 -0.024
C 5.886596 1.680807 -1.162913 0.000 -0.008 -0.005
C -5.369402 -2.867044 -0.217056 -0.038 0.000 0.089
C 1.946086 2.604518 4.558505 0.007 -0.007 0.003
C -1.565490 4.834275 1.421871 -0.014 -0.026 0.036
H 2.420440 3.020221 2.475899 -0.006 -0.017 -0.005
H 0.628258 -2.237514 0.769574 0.007 0.007 -0.012
H -6.165676 -3.292689 -0.813527 0.010 0.008 0.014
H -1.463408 2.713499 1.577972 0.024 -0.109 0.098
H -1.827511 -4.116741 0.175516 -0.011 0.009 -0.011
H 4.669868 2.120169 3.184153 -0.001 -0.020 -0.008
H 0.280599 -4.026440 2.395548 -0.004 0.011 -0.007
H -3.300025 1.409897 -0.581160 -0.047 -0.066 0.053
H 2.650484 3.192551 -4.072741 -0.010 0.001 -0.007
H -1.155342 1.990793 6.032482 0.002 -0.017 -0.027
H -2.501284 -1.404193 1.904434 -0.116 -0.057 -0.082
H 6.483458 2.440051 -0.674390 -0.012 -0.011 -0.009
H 0.922813 -3.616832 4.809047 0.001 -0.015 -0.005
H -3.227751 2.362704 -2.052635 -0.044 0.019 0.006
H 4.098173 2.127864 -0.053054 0.013 -0.011 -0.025
H 6.145739 -0.724262 -3.542413 -0.010 0.010 0.015
H -4.573624 -2.119455 2.987426 -0.005 -0.003 -0.013
H 1.874576 3.680388 4.740425 0.000 -0.016 -0.026
H -8.321768 -0.498674 -3.576770 0.018 0.001 0.004
H 0.740751 2.586599 2.752523 -0.111 -0.003 -0.067
H -5.347342 1.023995 -0.913286 -0.023 -0.006 -0.030
H -1.419390 -0.530495 -3.199786 -0.009 0.057 -0.020
H -6.425853 -3.062390 1.643454 0.012 0.002 -0.014
H 3.758890 -1.030214 -2.920630 0.006 0.007 0.000
H -0.975783 4.363904 -2.359266 -0.013 0.011 0.038
H -0.928581 2.180910 4.300162 0.009 0.012 -0.020
H -2.796749 -1.596491 -3.125449 -0.024 -0.041 0.002
H 1.527081 2.755364 -1.930291 -0.014 -0.008 -0.038
H 6.689755 0.761423 2.750065 -0.014 0.002 -0.004
H 6.516215 -1.541332 1.918539 -0.014 0.001 0.003
H -1.275337 6.608153 -1.445290 -0.002 -0.011 0.009
H 7.492256 1.009822 -2.416101 -0.008 0.001 0.002
H -0.876735 1.979465 -6.182558 0.008 0.000 0.007
H -1.746380 4.965281 2.481523 0.008 0.000 -0.029
H 1.443510 -4.262592 -3.534523 -0.012 -0.003 0.009
H -4.124255 -2.574791 -1.907259 0.001 0.014 0.023
H -7.698418 0.660349 -1.482545 0.024 -0.002 -0.003
H 1.458327 2.794686 -6.206385 -0.015 -0.004 0.023
H -0.508303 3.499579 5.398078 -0.002 -0.049 0.015
H 3.216896 -4.504012 4.648590 -0.001 0.003 -0.015
H 4.325276 -2.587437 1.494038 0.007 0.022 0.007
H 3.355805 -4.005757 2.972234 -0.022 -0.020 0.019
H -2.004768 1.515743 -4.053546 0.045 -0.007 0.008
H -4.181087 -0.814059 -4.611383 -0.033 -0.002 0.003
H 1.991203 -2.339922 4.296933 -0.004 -0.015 -0.004
H 2.218176 -5.277595 3.420464 0.009 0.015 0.014
H 2.959123 2.310309 4.841935 -0.008 -0.001 0.013
H 0.339454 -2.141784 -2.975934 0.002 -0.008 -0.006
H -1.645137 6.932209 0.983440 0.008 -0.016 -0.010
H -6.544535 -1.239719 -5.133872 0.015 0.008 0.010
H 0.953368 0.798547 5.204749 -0.027 0.017 0.008
H -0.665816 -6.218099 -0.359891 0.003 0.005 -0.009
H -0.231026 -2.483898 3.052167 -0.013 0.028 0.026
H 2.150350 -2.966851 1.199017 0.028 0.020 0.007
H 1.235236 1.964806 6.466701 0.007 0.009 -0.005
H 0.961837 -6.299993 -2.221759 -0.010 0.008 0.009

135
Properties=species:S:1:pos:R:3:forces:R:3 method="wB97M-V/def2-TZVPD" lumo_energy_ha=-0.061 orbital_gap_ev=6.926 total_charge=0 homo_energy_ev=-8.60 smiles="CCC[C@H](COCC)O[C@@](B(O)CC)([C@H](I)[C@@H](C)I)[C@@H](CCF)N(c1ccncc1)[C@H](Cl)[C@@H](C)Cl.O=C1C=CC(=O)C=C1.O=C1C=CC(=O)C=C1.O=C1C=CC(=O)C=C1.O=C1C=CC(=O)C=C1.O=C1C=CC(=O)C=C1"
I -0.359745 -0.136023 -2.541377 0.048 -0.128 0.589
I 2.484926 1.740831 -0.903524 0.074 -0.308 0.669
Cl 0.293823 0.655506 5.277456 -0.530 0.271 -0.252
Cl 2.257458 -1.767973 3.060774 0.092 0.778 0.094
F -2.073274 3.800668 4.940749 0.918 -0.068 -0.624
O -9.097350 2.752060 -2.923372 0.096 0.077 -0.023
O 1.619319 -7.050203 -4.192476 0.020 0.079 0.095
O 0.287735 3.493573 -2.874905 0.109 0.828 0.335
O 3.818693 -9.222395 -1.439647 -0.008 -0.086 -0.087
O 1.985724 -13.252229 -4.350148 0.061 0.078 0.080
O -2.630683 1.392486 -0.280571 1.069 0.537 1.249
O -5.299286 6.137324 -4.395682 -0.069 -0.052 0.033
O 3.451861 -3.019366 -1.281038 -0.094 -0.063 -0.039
O 4.974047 1.365883 2.360501 0.193 -0.048 0.037
O -8.657608 -4.085133 -0.297832 0.119 0.024 0.047
O 9.947658 -0.158437 1.365252 -0.115 0.041 0.026
O -3.895336 -2.995681 1.749677 -0.095 -0.051 -0.071
O -0.216935 2.515581 -0.473475 -0.579 0.374 0.483
N 4.340413 4.776552 4.230852 -1.311 -1.182 -0.120
N 1.206157 1.940878 2.925925 0.470 0.173 0.566
C -8.227054 3.527999 -3.260265 -0.180 -0.155 0.063
C -8.495247 4.980164 -3.379073 0.050 0.199 -0.038
C 3.005247 3.662526 2.385931 -0.689 -0.144 2.467
C 2.039635 -6.125497 -3.524116 -0.037 -0.092 -0.097
C -2.093162 5.981968 -0.344490 -1.067 -0.139 1.162
C 3.694597 -12.426077 -2.960847 0.162 0.056 0.119
C 3.398164 -10.147029 -2.108170 0.019 0.111 0.087
C 2.109064 -10.049545 -2.829572 -0.164 -0.052 -0.041
C 8.507623 1.544402 2.114158 -0.118 0.138 0.063
C 0.008504 -1.851122 0.102173 -0.971 0.814 -0.777
C -6.763958 -2.690112 -0.316379 0.166 0.140 -0.014
C 2.480009 -0.055615 3.730164 -0.292 0.022 1.062
C 1.281878 -4.859238 -3.401592 -0.060 0.143 0.039
C 4.156236 -11.413182 -2.230479 0.058 -0.169 -0.040
C 2.404445 -12.328898 -3.683128 -0.122 -0.150 -0.160
C -5.567314 -2.415062 0.198989 -0.124 0.045 -0.126
C -6.170798 5.362908 -4.059334 0.176 0.135 -0.063
C 3.329283 -6.223139 -2.802466 0.166 0.049 0.045
C 7.663309 -0.720892 1.359700 -0.185 -0.040 0.012
C -0.183832 1.703854 0.719526 0.165 -0.780 -0.832
C 7.257381 1.927323 2.365746 0.150 0.118 0.012
C 1.744408 -3.847072 -2.671148 -0.113 -0.049 -0.071
C 8.807703 0.190450 1.592432 0.219 -0.081 -0.055
C -0.862428 3.707716 4.179521 -0.997 -0.582 -0.528
C -1.153455 2.685763 3.002649 0.007 0.552 0.834
C -4.987580 -3.244697 1.280455 0.184 0.040 0.078
C -6.986331 -4.665582 1.252131 0.148 -0.051 0.138
C 2.596133 3.135865 4.724975 -0.354 -0.380 -0.048
C 2.205673 2.856819 3.336981 3.029 2.607 0.560
C -7.541254 5.831903 -3.750607 -0.196 -0.025 0.064
C 1.533900 3.217009 -4.930272 -0.024 -0.157 0.181
C 3.984805 4.559169 2.943969 -0.327 -0.163 -1.266
C 1.055776 0.705285 3.622161 1.477 -1.716 -1.444
C 0.962015 0.646950 0.292368 -0.240 0.380 -0.500
C -6.856409 3.059269 -3.569051 0.193 0.025 -0.043
C -0.554180 4.305864 -2.040072 0.075 -0.797 -0.339
C -5.902571 3.910818 -3.940544 -0.018 -0.197 0.045
C 3.033620 -3.944490 -1.949308 0.111 0.124 0.122
C 0.888713 4.247325 -3.924501 0.362 -0.567 -1.018
C 3.791206 -5.210374 -2.071795 0.030 -0.143 -0.059
C 3.631353 4.055835 5.135390 -0.850 -0.662 -1.617
C -3.328847 5.928771 -1.341236 1.697 -0.058 -0.791
C -0.449974 3.884717 -0.502488 0.289 2.308 -1.308
C -7.566655 -3.836112 0.170732 -0.233 -0.056 -0.094
C -1.681463 4.542472 0.223657 0.519 1.118 0.478
C 3.011369 -0.261598 5.190733 1.141 -0.767 -0.731
C 6.413217 -0.337665 1.611397 0.044 -0.163 -0.063
C 0.128859 2.469186 2.078366 -0.989 1.315 0.879
C 6.115064 1.015618 2.132791 -0.094 -0.021 -0.035
C -5.789693 -4.390277 1.767293 -0.153 -0.120 0.021
C -2.218458 -0.112083 1.720754 -1.401 0.235 0.172
C 1.647177 -11.062401 -3.560170 -0.009 0.165 0.076
C -3.714448 0.238769 2.204443 1.284 0.353 0.758
C 0.594818 -0.552766 -0.636980 1.751 -1.686 0.829
B -1.689128 1.015510 0.724654 -0.705 -0.597 -0.264
H 3.868558 -7.155740 -2.902426 -0.041 -0.005 0.031
H -2.622377 3.945619 0.227016 0.920 0.148 0.068
H -2.017207 3.161617 2.477166 0.703 -0.609 -0.003
H -4.468697 0.101951 1.398700 0.516 0.182 0.710
H 0.450794 3.537591 1.910257 -0.186 -1.230 -0.556
H 0.340952 -4.804983 -3.934923 0.013 -0.025 -0.009
H -2.345437 -1.056605 1.121258 0.493 0.727 0.820
H 0.580953 -2.766904 -0.196477 -0.367 0.940 0.407
H 2.652834 3.202559 -4.856234 -0.990 0.144 -0.094
H -6.677604 1.995347 -3.476445 -0.046 0.001 0.005
H 2.461492 -1.112696 5.660411 0.288 1.038 -0.121
H -4.159980 6.611383 -1.053044 0.597 -0.695 -0.183
H 4.548307 5.175794 2.196533 -0.485 -0.622 0.751
H 1.206905 -2.913401 -2.569174 -0.027 0.075 -0.044
H 1.195635 2.179858 -4.662642 0.147 1.001 -0.249
H -7.203305 -2.095596 -1.107499 -0.041 -0.032 0.006
H 7.019122 2.912633 2.748111 -0.057 -0.019 0.008
H -0.086260 3.355366 4.888259 -0.401 0.454 -0.636
H 1.600419 -0.938805 -0.974868 -1.022 0.707 0.159
H 2.052184 2.620846 5.555513 0.513 0.473 -0.925
H 3.053800 0.657023 5.813801 -0.347 -0.679 -0.533
H 5.563724 -0.990218 1.447927 -0.034 0.035 -0.010
H 1.240604 3.430159 -5.990680 0.303 -0.164 0.942
H -4.967335 -1.581286 -0.144874 0.043 -0.033 0.001
H -4.895320 3.586224 -4.170718 0.012 0.046 -0.007
H 2.845149 3.626466 1.290526 0.189 -0.058 0.916
H 0.706626 -11.008415 -4.093576 0.019 -0.032 -0.013
H -1.606103 4.138920 -2.415700 0.860 0.416 0.497
H -5.350174 -4.984777 2.558272 0.038 0.033 -0.005
H 0.107803 4.864501 -4.445412 0.601 -0.430 0.375
H 4.077674 -0.618866 5.089100 -0.987 0.344 0.061
H -3.366445 1.888917 0.113317 0.007 -0.592 -0.201
H 1.569719 -9.116993 -2.729622 0.042 0.006 -0.031
H 3.854487 4.221814 6.215686 -0.254 -0.254 -1.043
H -3.631271 4.858257 -1.450034 -0.233 0.965 0.147
H 4.731749 -5.264400 -1.538213 -0.016 0.025 0.010
H 0.457996 0.009437 2.973225 0.125 0.964 0.868
H 5.096969 -11.466479 -1.696880 -0.014 0.042 0.012
H -3.677680 1.298712 2.591062 -0.517 -0.901 -0.513
H 4.234229 -13.359305 -3.061422 -0.037 -0.011 -0.029
H -2.928782 6.231590 -2.350411 -0.802 -0.209 0.812
H 9.355911 2.197001 2.277511 0.022 -0.037 -0.014
H -7.719790 6.895832 -3.843157 0.049 -0.002 -0.014
H -0.014610 -1.716867 1.212639 0.147 -0.247 -0.999
H -1.222940 6.566282 -0.722187 -0.678 -0.539 0.134
H -1.341572 4.770189 1.273908 -0.599 -0.567 -0.859
H -0.219328 5.367585 -2.195990 -0.673 -0.835 0.495
H -1.643733 -0.261376 2.664130 -0.118 -0.283 -0.911
H -0.691885 4.726117 3.755146 0.214 -0.714 0.493
H 3.252062 0.403777 3.076179 -0.805 -0.161 0.446
H 0.466411 4.452284 -0.137734 -0.742 -0.649 -0.102
H -3.932398 -0.387876 3.109144 -0.124 0.401 -1.052
H 7.900205 -1.705823 0.977608 0.038 0.020 0.002
H -1.039409 -1.971601 -0.277225 0.841 -0.200 0.641
H -1.525133 1.753068 3.483945 0.410 0.563 -0.454
H -9.502168 5.304604 -3.148786 -0.008 -0.051 0.006
H 1.576239 0.235623 1.120125 -0.648 0.268 -0.431
H -7.585790 -5.499255 1.595513 -0.031 0.020 -0.036
H 1.703793 4.931406 -3.567788 -0.779 -0.385 0.078
H -2.465117 6.546311 0.558857 0.532 -0.485 -0.810